Here is a cluster of 2 separate species, C26H32F2N in total in a non-equilibrium geometry from the Open Molecules 2025 dataset. Energies are from ωB97M-V with the def2-TZVPD basis set.

The geometry in XYZ format:
```
61
Properties=species:S:1:pos:R:3
C -1.412 -2.869 2.998
C -1.236 -1.979 4.219
C -0.488 -0.682 3.907
N 0.678 -0.855 3.057
C 1.610 0.136 2.992
C 2.809 -0.016 2.324
C 3.926 0.958 2.422
C 3.653 2.172 3.338
C 2.169 2.559 3.407
C 1.285 1.375 3.790
C 0.681 -1.841 1.990
C -0.083 -3.126 2.322
H -1.855 -3.819 3.299
H -2.090 -2.382 2.288
H -2.213 -1.717 4.642
H -0.672 -2.509 4.995
H -1.207 0.042 3.468
H -0.185 -0.269 4.882
H 3.083 -0.926 1.789
H 4.814 0.428 2.805
H 4.206 1.300 1.413
H 3.994 1.904 4.347
H 4.248 3.030 3.009
H 2.030 3.365 4.140
H 1.838 2.946 2.432
H 0.238 1.687 3.684
H 1.432 1.166 4.859
H 0.292 -1.398 1.046
H 1.711 -2.166 1.781
H 0.566 -3.724 2.974
H -0.219 -3.681 1.387
C 2.872 1.723 -4.857
C 2.862 0.616 -3.873
C 4.042 0.110 -3.332
F 5.216 0.581 -3.866
C 4.095 -0.892 -2.380
C 2.890 -1.535 -1.966
C 2.822 -2.608 -1.026
C 3.804 -3.596 -0.754
C 5.062 -3.712 -1.431
C 6.019 -4.580 -0.945
F 7.276 -4.569 -1.498
C 5.792 -5.499 0.081
C 6.844 -6.435 0.543
C 4.509 -5.492 0.647
C 3.543 -4.591 0.243
C 1.678 -1.030 -2.533
C 1.671 0.008 -3.451
H 1.847 2.062 -5.010
H 3.457 2.575 -4.504
H 3.272 1.431 -5.833
H 5.046 -1.175 -1.936
H 1.858 -2.740 -0.518
H 5.256 -3.116 -2.321
H 6.393 -7.158 1.224
H 7.324 -6.990 -0.267
H 7.633 -5.913 1.093
H 4.281 -6.249 1.400
H 2.546 -4.623 0.674
H 0.748 -1.499 -2.232
H 0.732 0.360 -3.884
```

For the molar mass, the calculation gives 396.54 g mol⁻¹. The LUMO energy comes out at -5.93 eV. Its HOMO-LUMO gap is 3.364 eV. The charge is +1. The calculation puts the relative energy (zero: lowest compared OMol25 entry of this formula, charge and spin) at 30.58 kcal per mole. The calculation puts the max |F| at 2.165 eV/A.